Below is C32H26N4O3P2SSbSe6Sn as an isolated structure, with properties calculated with ωB97M-V/def2-TZVPD.

Values from the calculation:
**Largest force on an atom**: 0.22 eV/A
**E_tot**: -479574.9441 eV
**HOMO energy**: -5.9 eV
**HOMO-LUMO gap**: 6.53 eV
**E_LUMO**: 0.66 eV
**Energy relative to the best compared isomer or geometry (same formula, charge and spin)**: 0.0 kcal/mol

Geometry as ORCA input:
```
! RIJCOSX wB97M-V def2-TZVPD def2/J DEFGRID3
* xyz -1 1
Sn -1.32 -2.73 -3.27
Se -2.37 -2.01 3.98
P -1.34 -0.85 2.58
C 0.37 -0.49 3.04
C 0.60 0.07 4.30
C 1.90 0.33 4.71
C 2.97 0.01 3.88
C 2.75 -0.58 2.65
C 1.45 -0.82 2.22
C -2.20 0.73 2.34
C -1.69 1.94 2.81
C -2.46 3.09 2.73
C -3.74 3.04 2.19
C -4.25 1.83 1.74
C -3.49 0.68 1.81
C -1.26 -1.60 0.92
C -1.12 -1.17 -0.39
N -1.20 -2.29 -1.14
N -1.33 -3.35 -0.34
N -1.37 -2.95 0.89
P -0.68 0.34 -1.26
Se -0.35 -0.15 -3.35
C 0.79 1.06 -0.53
C 0.70 2.03 0.46
C 1.86 2.52 1.04
C 3.10 2.06 0.61
C 3.19 1.10 -0.39
C 2.04 0.59 -0.96
C -2.05 1.52 -1.23
C -1.81 2.89 -1.27
C -2.88 3.76 -1.45
C -4.16 3.27 -1.63
C -4.39 1.90 -1.61
C -3.33 1.02 -1.41
H -0.23 0.27 4.96
H 2.07 0.77 5.68
H 3.98 0.20 4.20
H 3.59 -0.84 2.02
H 1.28 -1.28 1.26
H -0.70 1.98 3.23
H -2.06 4.03 3.09
H -4.34 3.94 2.13
H -5.25 1.79 1.32
H -3.89 -0.27 1.47
H -0.26 2.39 0.80
H 1.79 3.26 1.82
H 4.01 2.45 1.06
H 4.17 0.76 -0.70
H 2.11 -0.16 -1.74
H -0.81 3.28 -1.17
H -2.70 4.83 -1.47
H -4.99 3.95 -1.78
H -5.38 1.51 -1.76
H -3.51 -0.05 -1.40
N 1.47 -3.14 -3.85
C 2.56 -2.67 -3.06
C 2.65 -3.05 -1.72
C 3.70 -2.59 -0.94
C 4.64 -1.72 -1.47
C 4.52 -1.30 -2.79
C 3.49 -1.78 -3.58
S 6.03 -1.15 -0.49
O 7.13 -2.01 -0.86
O 5.57 -1.32 0.89
O 6.19 0.25 -0.89
H 1.53 -2.79 -4.80
H 1.44 -4.16 -3.89
H 1.90 -3.71 -1.30
H 3.79 -2.88 0.10
H 5.25 -0.61 -3.19
H 3.41 -1.47 -4.62
Se -4.11 -2.18 -3.75
Sb -6.22 -1.44 -1.93
Se -4.66 -2.96 -0.42
Se -7.98 -2.80 -2.69
Se -4.12 -4.11 -2.40
*
```

Atom charges from the Mulliken analysis, given in e for atoms 1 to 8: atom 1 (Sn): 0.506, atom 2 (Se): -0.353, atom 3 (P): -0.156, atom 4 (C): 0.548, atom 5 (C): -0.321, atom 6 (C): -0.735, atom 7 (C): -0.744, atom 8 (C): -0.337

---

Below is C32H26N5RuSb as an isolated structure at a distorted geometry, with properties calculated with ωB97M-V/def2-TZVPD.

Values from the calculation:
**Largest force on an atom**: 2.34 eV/A
**E_tot**: -50131.7449 eV
**HOMO energy (alpha / beta)**: -19.6 / -19.6 eV
**HOMO-LUMO gap (alpha / beta)**: 4.48 / 4.49 eV
**E_LUMO (alpha / beta)**: -15.16 / -15.15 eV

Geometry as ORCA input:
```
! RIJCOSX wB97M-V def2-TZVPD def2/J DEFGRID3
* xyz 4 1
Ru 1.50 0.93 -0.33
N -0.74 0.93 -3.93
C 0.19 0.67 -3.06
N 0.20 1.23 -1.83
C -0.76 2.24 -1.53
N -0.58 2.95 -0.47
N 0.64 2.66 0.08
C 1.25 3.51 0.83
C 2.59 3.14 1.19
C 3.46 3.97 1.87
C 4.79 3.59 2.00
C 5.20 2.40 1.43
C 4.28 1.59 0.78
N 2.99 1.93 0.68
C -1.85 2.46 -2.45
C -2.87 3.38 -2.20
C -3.84 3.59 -3.16
C -3.80 2.92 -4.38
C -2.78 2.02 -4.66
C -1.82 1.80 -3.69
H -0.68 0.48 -4.84
H 0.97 -0.02 -3.33
H 0.79 4.47 1.08
H 3.11 4.92 2.25
H 5.50 4.23 2.52
H 6.23 2.07 1.49
H 4.57 0.64 0.35
H -2.89 3.91 -1.26
H -4.64 4.29 -2.97
H -4.56 3.11 -5.13
H -2.74 1.51 -5.62
C -2.58 -3.53 4.35
C -1.87 -4.01 3.25
C -1.34 -3.13 2.33
C -1.47 -1.77 2.61
C -2.19 -1.25 3.68
C -2.73 -2.16 4.57
Sb -0.55 -0.46 1.12
C -1.32 -1.57 -0.49
C -2.72 -1.56 -0.58
C -3.36 -2.35 -1.52
C -2.61 -3.14 -2.38
C -1.21 -3.14 -2.31
C -0.56 -2.35 -1.38
C 1.48 -1.06 1.23
C 1.97 -1.50 2.48
C 3.21 -2.11 2.57
C 4.03 -2.24 1.45
C 3.63 -1.73 0.23
C 2.38 -1.11 0.15
H -3.03 -4.23 5.04
H -1.76 -5.08 3.09
H -0.83 -3.49 1.45
H -2.29 -0.19 3.86
H -3.25 -1.81 5.45
H -3.31 -0.95 0.10
H -4.44 -2.36 -1.57
H -3.11 -3.76 -3.11
H -0.65 -3.79 -2.96
H 0.52 -2.41 -1.30
H 1.35 -1.44 3.36
H 3.54 -2.50 3.53
H 4.99 -2.74 1.54
H 4.27 -1.79 -0.64
H 2.11 -0.80 -0.91
*
```

Atom charges from the Mulliken analysis, given in e for atoms 1 to 8: atom 1 (Ru): 0.128, atom 2 (N): 0.185, atom 3 (C): -0.533, atom 4 (N): -0.069, atom 5 (C): 0.369, atom 6 (N): -1.140, atom 7 (N): 0.746, atom 8 (C): -0.361

---

Below is C32H26N9O2TeTi as an isolated structure at a distorted geometry, with properties calculated with ωB97M-V/def2-TZVPD.

Values from the calculation:
**Largest force on an atom**: 3.17 eV/A
**E_tot**: -81518.6704 eV
**HOMO energy (alpha / beta)**: -8.6 / -11.4 eV
**Expectation value of S²**: 2.023
**HOMO-LUMO gap (alpha / beta)**: 5.38 / 7.95 eV
**E_LUMO (alpha / beta)**: -3.22 / -3.41 eV
**Energy relative to the best compared isomer or geometry (same formula, charge and spin)**: 21.7 kcal/mol

Geometry as ORCA input:
```
! RIJCOSX wB97M-V def2-TZVPD def2/J DEFGRID3
* xyz 1 3
Ti 0.28 -0.15 0.15
O -0.76 3.67 0.95
C -0.34 2.61 0.54
N -0.39 1.38 1.15
C -1.21 1.05 2.19
O -2.11 1.70 2.67
C -0.92 -0.35 2.66
C -1.61 -0.89 3.73
C -1.37 -2.21 4.08
C -0.43 -2.93 3.36
C 0.23 -2.32 2.31
N -0.01 -1.05 1.94
C 0.37 2.48 -0.78
C 0.77 3.60 -1.50
C 1.42 3.43 -2.71
C 1.57 2.13 -3.19
C 1.11 1.07 -2.45
N 0.55 1.21 -1.23
H -2.32 -0.26 4.24
H -1.90 -2.67 4.91
H -0.20 -3.96 3.59
H 0.98 -2.86 1.73
H 0.56 4.58 -1.09
H 1.77 4.28 -3.27
H 2.03 1.95 -4.16
H 1.17 0.05 -2.82
N -3.08 0.88 -0.24
C -2.77 -0.40 0.00
N -3.71 -1.17 0.54
C -3.42 -2.47 0.66
N -4.32 -3.25 1.27
N -2.29 -3.04 0.23
C -1.37 -2.21 -0.24
N -1.54 -0.85 -0.35
C -0.08 -2.70 -0.64
C 0.18 -4.07 -0.81
C 1.42 -4.47 -1.23
C 2.39 -3.48 -1.51
C 2.08 -2.17 -1.31
N 0.89 -1.75 -0.82
H -3.92 1.25 0.18
H -2.38 1.51 -0.57
H -5.21 -2.86 1.52
H -4.19 -4.24 1.26
H -0.63 -4.76 -0.64
H 1.66 -5.51 -1.36
H 3.36 -3.76 -1.89
H 2.80 -1.38 -1.55
Te 2.63 0.76 1.50
C 4.49 1.31 0.55
C 4.82 0.86 -0.71
C 6.03 1.22 -1.29
C 6.91 2.04 -0.60
C 6.57 2.52 0.65
C 5.36 2.16 1.23
C 3.29 -1.16 2.19
C 2.94 -1.54 3.48
C 3.25 -2.81 3.94
C 3.90 -3.71 3.10
C 4.27 -3.32 1.83
C 3.98 -2.04 1.38
H 4.13 0.23 -1.26
H 6.29 0.86 -2.28
H 7.86 2.31 -1.04
H 7.24 3.18 1.18
H 5.09 2.54 2.21
H 2.43 -0.84 4.14
H 2.99 -3.10 4.95
H 4.13 -4.71 3.45
H 4.79 -4.01 1.18
H 4.30 -1.73 0.39
*
```

Atom charges from the Mulliken analysis, given in e for atoms 1 to 8: atom 1 (Ti): -1.366, atom 2 (O): -0.582, atom 3 (C): -0.055, atom 4 (N): 0.731, atom 5 (C): -0.211, atom 6 (O): -0.638, atom 7 (C): 0.492, atom 8 (C): -0.682

---

Below is a 17-piece molecular cluster, C32H27Cl51N2O2P overall at a distorted geometry, with properties calculated with ωB97M-V/def2-TZVPD.

Values from the calculation:
**Largest force on an atom**: 5.18 eV/A
**E_tot**: -688623.6574 eV
**HOMO energy**: -4.9 eV
**HOMO-LUMO gap**: 5.92 eV
**E_LUMO**: 1.04 eV

Geometry as ORCA input:
```
! RIJCOSX wB97M-V def2-TZVPD def2/J DEFGRID3
* xyz -1 1
C 5.63 1.58 0.75
C 4.65 2.25 0.39
C 3.65 3.41 0.20
C 2.25 3.14 0.66
C 1.15 4.20 0.58
N -0.12 3.82 1.05
C -0.97 4.89 0.90
C -2.47 4.65 1.33
Cl -3.22 5.52 2.72
C -3.21 3.76 0.58
C -4.73 3.43 0.88
Cl -2.50 2.91 -0.86
C -0.63 6.27 0.37
P -1.93 7.64 0.29
C -1.49 8.71 1.81
C -1.52 8.75 -1.18
N 0.64 6.59 -0.07
C 1.55 5.53 0.02
C 2.97 5.77 -0.49
Cl 3.33 7.40 -1.20
C 4.06 4.76 -0.42
C 5.53 5.02 -0.94
O 6.27 4.08 -1.31
O 6.06 6.26 -0.96
H 6.59 1.14 1.11
H 2.01 2.13 1.09
H -5.22 3.15 -0.10
H -4.83 2.52 1.54
H -5.26 4.34 1.29
H -2.02 9.70 1.79
H -0.36 8.87 1.83
H -1.72 8.12 2.74
H -1.58 9.85 -0.92
H -0.47 8.54 -1.53
H -2.20 8.49 -2.04
C 0.09 0.43 -1.98
Cl -0.79 1.34 -3.22
Cl 0.86 1.54 -0.83
Cl -0.99 -0.69 -1.15
H 0.87 -0.14 -2.48
C 6.60 8.06 -3.83
Cl 6.75 9.82 -4.00
Cl 4.95 7.53 -4.15
Cl 7.74 7.24 -4.92
H 6.85 7.78 -2.81
C 3.71 0.74 -4.55
Cl 3.91 1.85 -5.91
Cl 3.59 1.64 -3.03
Cl 2.30 -0.29 -4.78
H 4.59 0.11 -4.49
C 4.62 -2.18 2.06
Cl 4.74 -0.42 1.91
Cl 2.97 -2.73 1.77
Cl 5.75 -2.97 0.94
H 4.90 -2.46 3.07
C 2.83 2.27 -9.92
Cl 1.95 3.17 -11.16
Cl 3.59 3.37 -8.77
Cl 1.76 1.14 -9.09
H 3.62 1.69 -10.41
C 7.98 -1.23 3.89
Cl 7.63 0.18 2.88
Cl 9.40 -0.94 4.90
Cl 6.58 -1.64 4.89
H 8.19 -2.07 3.23
C -4.48 5.03 -3.90
Cl -5.37 5.93 -5.13
Cl -3.68 6.13 -2.78
Cl -5.55 3.92 -3.04
H -3.71 4.44 -4.40
C -4.53 -2.22 -1.91
Cl -3.58 -2.92 -0.60
Cl -5.51 -0.87 -1.32
Cl -3.48 -1.69 -3.23
H -5.20 -2.98 -2.30
C -5.17 10.16 2.06
Cl -4.47 9.82 3.65
Cl -4.19 9.43 0.78
Cl -6.84 9.57 1.97
H -5.18 11.23 1.91
C -1.50 -4.99 -3.00
Cl -2.64 -6.12 -3.75
Cl -0.32 -5.87 -2.02
Cl -0.69 -4.02 -4.24
H -2.06 -4.32 -2.35
C -1.82 -5.89 2.10
Cl -0.40 -6.17 3.12
Cl -2.07 -4.16 1.83
Cl -1.65 -6.73 0.55
H -2.69 -6.29 2.61
C 5.55 -6.06 3.13
Cl 4.01 -6.85 3.51
Cl 5.87 -4.74 4.27
Cl 6.87 -7.23 3.14
H 5.48 -5.64 2.13
C -3.05 -8.31 5.51
Cl -3.97 -7.40 4.31
Cl -2.28 -7.22 6.67
Cl -4.10 -9.47 6.35
H -2.27 -8.87 4.99
C -6.66 -10.10 3.22
Cl -5.30 -10.15 2.10
Cl -7.90 -8.98 2.63
Cl -7.34 -11.71 3.46
H -6.30 -9.73 4.18
C -0.67 -11.39 6.36
Cl -0.55 -10.23 5.02
Cl -0.77 -10.54 7.90
Cl -2.07 -12.44 6.14
H 0.22 -12.00 6.36
C -5.04 -12.24 -1.56
Cl -5.63 -12.31 -3.23
Cl -3.68 -11.13 -1.43
Cl -6.34 -11.77 -0.47
H -4.70 -13.23 -1.28
*
```

Atom charges from the Mulliken analysis, given in e for atoms 1 to 8: atom 1 (C): -0.100, atom 2 (C): -0.762, atom 3 (C): 1.306, atom 4 (C): -0.973, atom 5 (C): 0.633, atom 6 (N): -0.495, atom 7 (C): -0.031, atom 8 (C): -0.077

---

Below is C32H27ClF3N3O11RuS2 as an isolated structure at a distorted geometry, with properties calculated with ωB97M-V/def2-TZVPD.

Values from the calculation:
**Largest force on an atom**: 2.50 eV/A
**E_tot**: -105539.6087 eV
**HOMO energy (alpha / beta)**: -9.0 / -9.0 eV
**HOMO-LUMO gap (alpha / beta)**: 6.33 / 6.30 eV
**E_LUMO (alpha / beta)**: -2.69 / -2.72 eV

Geometry as ORCA input:
```
! RIJCOSX wB97M-V def2-TZVPD def2/J DEFGRID3
* xyz 0 1
Ru 0.30 0.06 0.10
F -0.95 5.20 3.70
C -0.99 3.89 3.42
F -0.40 3.24 4.44
F -2.28 3.52 3.40
C -0.31 3.59 2.12
C 0.27 4.60 1.37
C 0.89 4.29 0.16
C 0.92 2.98 -0.24
N 0.37 2.02 0.51
C -0.26 2.29 1.64
S -0.94 0.86 2.32
H 0.23 5.62 1.72
H 1.33 5.06 -0.46
H 1.39 2.68 -1.17
O 0.41 -1.96 -0.32
C 0.90 -2.82 0.43
C 1.91 -2.62 1.41
C 2.59 -3.76 1.85
C 3.74 -3.62 2.57
C 4.25 -2.35 2.87
C 3.56 -1.23 2.51
C 2.34 -1.32 1.80
O 1.67 -0.23 1.59
N 4.49 -4.82 2.98
O 5.56 -4.66 3.52
O 3.99 -5.92 2.75
H 0.58 -3.85 0.26
H 2.23 -4.75 1.60
H 5.19 -2.28 3.40
H 3.92 -0.24 2.75
C 1.40 -5.66 -3.26
C 0.37 -4.61 -3.61
C 0.61 -3.68 -4.62
C -0.30 -2.66 -4.89
C -1.46 -2.59 -4.14
C -1.75 -3.53 -3.16
C -0.83 -4.54 -2.91
S -2.67 -1.37 -4.54
O -3.96 -1.91 -4.20
O -2.40 -0.97 -5.88
N -2.45 -0.06 -3.56
C -3.55 0.28 -2.62
C -3.55 -0.53 -1.33
C -2.27 -0.30 -0.56
O -1.87 -1.14 0.27
O -1.58 0.75 -0.77
H 2.09 -5.82 -4.08
H 0.93 -6.61 -3.01
H 1.98 -5.33 -2.39
H 1.51 -3.78 -5.22
H -0.13 -1.95 -5.69
H -2.69 -3.49 -2.63
H -1.07 -5.30 -2.17
H -1.51 0.09 -3.20
H -4.47 0.11 -3.16
H -3.47 1.33 -2.37
H -3.68 -1.59 -1.53
H -4.37 -0.21 -0.68
C 1.64 3.18 -5.77
C 2.34 3.50 -4.48
C 2.58 4.80 -4.06
C 3.25 5.05 -2.87
Cl 3.55 6.70 -2.39
C 3.68 4.02 -2.07
C 3.44 2.71 -2.46
C 2.78 2.45 -3.66
O 2.51 1.19 -4.12
C 2.84 0.13 -3.25
C 1.94 0.15 -2.03
O 2.43 -0.03 -0.89
O 0.71 0.37 -2.18
H 1.30 4.10 -6.26
H 0.78 2.54 -5.59
H 2.30 2.64 -6.45
H 2.23 5.62 -4.67
H 4.21 4.23 -1.15
H 3.76 1.90 -1.82
H 3.88 0.15 -2.93
H 2.65 -0.78 -3.81
*
```

Atom charges from the Mulliken analysis, given in e for atoms 1 to 8: atom 1 (Ru): 0.531, atom 2 (F): -0.301, atom 3 (C): 0.588, atom 4 (F): -0.229, atom 5 (F): -0.226, atom 6 (C): 0.089, atom 7 (C): -0.379, atom 8 (C): -0.858

---

Below is C32H27CrN7OSSb as an isolated structure, with properties calculated with ωB97M-V/def2-TZVPD.

Values from the calculation:
**Largest force on an atom**: 0.27 eV/A
**E_tot**: -91889.8929 eV
**HOMO energy (alpha / beta)**: -7.9 / -11.1 eV
**Expectation value of S²**: 6.139
**HOMO-LUMO gap (alpha / beta)**: 5.27 / 8.12 eV
**E_LUMO (alpha / beta)**: -2.62 / -2.99 eV
**Energy relative to the best compared isomer or geometry (same formula, charge and spin)**: 0.0 kcal/mol

Geometry as ORCA input:
```
! RIJCOSX wB97M-V def2-TZVPD def2/J DEFGRID3
* xyz 1 5
Cr 0.17 -0.50 0.36
C -1.72 -2.11 2.49
C -0.80 -1.18 3.21
C -0.89 -1.14 4.60
C -0.07 -0.30 5.32
C 0.80 0.52 4.62
C 0.85 0.46 3.24
N 0.07 -0.40 2.53
Sb 2.13 1.99 2.41
C 3.56 0.75 1.40
C 4.82 0.70 1.98
C 5.80 -0.06 1.35
C 5.49 -0.71 0.18
C 4.20 -0.60 -0.34
C 3.82 -1.28 -1.62
N 3.25 0.11 0.28
C 0.89 2.57 0.75
C 0.36 3.85 0.84
C -0.28 4.38 -0.28
C -0.26 3.66 -1.45
C 0.31 2.39 -1.47
C 0.49 1.70 -2.79
N 0.79 1.82 -0.36
H -2.58 -2.33 3.12
H -1.23 -3.07 2.30
H -2.08 -1.71 1.55
H -1.60 -1.78 5.09
H -0.12 -0.26 6.40
H 1.43 1.23 5.15
H 5.04 1.25 2.88
H 6.80 -0.13 1.77
H 6.22 -1.29 -0.35
H 4.67 -1.36 -2.29
H 3.04 -0.71 -2.12
H 3.46 -2.29 -1.42
H 0.46 4.43 1.74
H -0.74 5.37 -0.24
H -0.67 4.07 -2.36
H 0.85 2.43 -3.52
H -0.44 1.29 -3.18
H 1.23 0.90 -2.71
S -5.79 0.22 -4.11
N -4.39 -0.52 -4.37
C -3.66 -0.34 -3.28
C -2.30 -0.83 -3.09
C -1.59 -1.52 -4.03
C -0.27 -1.94 -3.73
C 0.25 -1.62 -2.51
N -0.40 -0.91 -1.57
C -1.70 -0.52 -1.84
C -2.36 0.21 -0.84
N -1.67 0.42 0.33
C -2.26 1.17 1.29
C -3.52 1.70 1.17
C -4.25 1.46 -0.01
C -3.68 0.72 -1.01
C -4.32 0.41 -2.28
N -5.54 0.78 -2.62
H -2.04 -1.75 -4.99
H 0.32 -2.50 -4.44
H 1.26 -1.92 -2.25
H -1.67 1.35 2.18
H -3.92 2.30 1.97
H -5.26 1.85 -0.13
C -0.09 -3.82 0.08
C 0.38 -2.45 0.40
O 1.53 -2.14 0.66
H 0.35 -4.55 0.76
H 0.26 -4.06 -0.93
H -1.18 -3.88 0.08
*
```

Atom charges from the Mulliken analysis, given in e for atoms 1 to 8: atom 1 (Cr): -0.217, atom 2 (C): -1.567, atom 3 (C): 1.158, atom 4 (C): -0.956, atom 5 (C): -0.707, atom 6 (C): -0.762, atom 7 (C): -0.041, atom 8 (N): 1.022

---

Question: What is the formula in the fourth record?
Answer: C32H27Cl51N2O2P

---

Question: Among the records above, which one has the lowest largest force on an atom?
Answer: C32H26N4O3P2SSbSe6Sn

---

Question: What is the formula in the fourth record?
Answer: C32H27Cl51N2O2P

---

Question: Which of these has the highest largest force on an atom?
Answer: C32H27Cl51N2O2P